Entry from the OMol25 dataset: 3 unconnected molecules or ions with the total composition C5H12O2 (ωB97M-V/def2-TZVPD).

Computed properties:
Structure (SMILES): C=C/C=C/C.O.O
Relative energy (zero: lowest compared OMol25 entry of this formula, charge and spin) (kcal per mole): 78.8
Largest force on an atom (eV/A): 6.52

Geometry (Å):
1 C -0.448 0.256 -2.855
2 C -0.261 -0.004 -1.562
3 C -0.229 1.272 -0.735
4 C 0.346 1.384 0.454
5 C 0.702 2.621 1.086
6 H -0.863 -0.400 -3.443
7 H -0.602 1.204 -3.316
8 H -0.164 -0.975 -1.255
9 H -0.704 2.141 -1.236
10 H 0.575 0.564 1.155
11 H 0.344 3.495 0.575
12 H 1.759 2.707 1.355
13 H 0.169 2.701 2.061
14 O 1.563 -3.052 1.160
15 H 0.911 -2.384 0.950
16 H 1.156 -3.594 0.601
17 O -1.112 -2.510 1.459
18 H -2.070 -2.396 1.315
19 H -1.071 -3.028 2.230


Entry from the OMol25 dataset: a molecular structure, C5H12O2 (ωB97M-V/def2-TZVPD).

Computed properties:
Relative energy (zero: lowest compared OMol25 entry of this formula, charge and spin) (kcal per mole): 75.6
Largest force on an atom (eV/A): 6.53

Geometry (Å):
1 C -1.447 0.086 1.079
2 C -0.117 -0.183 -0.336
3 C 0.432 1.115 -0.132
4 C 0.701 -1.409 -0.050
5 C 1.580 1.123 -1.646
6 O -0.914 -0.558 2.202
7 O -2.653 -0.496 0.669
8 H -1.580 -0.594 2.905
9 H -2.473 -1.409 0.414
10 H -1.715 1.121 1.329
11 H -0.746 -0.274 -1.221
12 H 1.093 1.216 0.722
13 H -0.238 1.947 -0.321
14 H 1.400 -1.236 0.766
15 H 0.042 -2.221 0.264
16 H 1.110 0.736 -2.547
17 H 2.477 0.566 -1.393
18 H 1.786 2.183 -1.773
19 H 1.264 -1.712 -0.931


Entry from the OMol25 dataset: 3 unconnected molecules or ions with the total composition C5H12O2 (ωB97M-V/def2-TZVPD).

Computed properties:
Structure (SMILES): COCC=O.[H][H].C=C
Relative energy (zero: lowest compared OMol25 entry of this formula, charge and spin) (kcal per mole): 80.4
Largest force on an atom (eV/A): 0.50

Geometry (Å):
1 C 0.078 0.765 3.197
2 O -0.323 0.903 1.856
3 C 0.760 1.095 0.991
4 C 0.238 1.252 -0.420
5 O 0.970 1.459 -1.357
6 H 0.583 1.674 3.559
7 H 0.761 -0.087 3.329
8 H -0.824 0.597 3.788
9 H 1.465 0.247 1.016
10 H 1.335 2.002 1.240
11 H -0.861 1.187 -0.533
12 H -0.948 -1.617 0.057
13 H -1.001 -1.072 0.560
14 C -0.404 -1.996 -2.640
15 C 0.355 -0.983 -3.041
16 H -0.002 -2.814 -2.047
17 H -1.456 -2.062 -2.903
18 H -0.040 -0.173 -3.648
19 H 1.409 -0.913 -2.786


Entry from the OMol25 dataset: 2 unconnected molecules or ions with the total composition C5H12O2 (ωB97M-V/def2-TZVPD).

Computed properties:
Structure (SMILES): C/C=C(/O)CCO.[H][H]
Relative energy (zero: lowest compared OMol25 entry of this formula, charge and spin) (kcal per mole): 47.8
Largest force on an atom (eV/A): 0.45

Geometry (Å):
1 C 2.494 -1.306 0.590
2 C 1.746 -0.090 1.053
3 C 0.556 0.349 0.631
4 O 0.067 1.516 1.146
5 C -0.296 -0.306 -0.433
6 C -1.783 -0.374 -0.106
7 O -2.297 0.961 -0.047
8 H 3.432 -1.026 0.091
9 H 2.766 -1.949 1.436
10 H 1.925 -1.917 -0.117
11 H 2.240 0.534 1.796
12 H -0.834 1.650 0.807
13 H 0.052 -1.327 -0.614
14 H -0.184 0.240 -1.377
15 H -1.941 -0.889 0.851
16 H -2.307 -0.934 -0.893
17 H -3.168 0.943 0.368
18 H -1.042 1.986 -2.909
19 H -1.425 1.938 -2.273